Molecular formula: C20H28ClN5OP2
Method: DFT, ωB97M-V/def2-TZVPD

Positions of all 57 atoms, in Å:
H1 9.690 -0.468 1.882
H2 -0.002 1.767 -0.408
C1 -2.244 -0.271 1.781
P1 0.145 2.021 -1.807
C2 8.308 -1.231 3.469
H3 -0.440 -1.121 0.890
H4 1.829 -2.016 -2.312
H5 -1.130 3.283 -2.942
H6 1.232 -4.045 1.153
C3 -6.704 5.737 -3.991
N1 6.743 -1.844 2.025
C4 1.194 -1.256 -1.838
H7 6.385 -2.167 4.106
C5 4.284 -4.027 2.388
H8 4.260 -2.127 3.324
H9 -2.670 0.408 1.063
C6 -3.247 1.232 -1.786
N2 -6.421 4.515 -3.444
H10 8.840 -1.058 4.391
C7 7.065 -1.796 3.356
H11 1.539 1.972 -2.084
C8 -8.061 5.820 -4.158
H12 -5.917 6.439 -4.211
H13 -0.270 -2.464 3.244
Cl1 -3.721 2.943 -2.103
C9 -2.103 -1.378 3.721
H14 5.290 -4.314 2.649
C10 -0.143 -1.172 -2.070
C11 7.765 -1.310 1.290
H15 -8.595 6.663 -4.565
H16 5.888 -2.215 1.647
H17 -9.662 4.326 -3.685
C12 -7.581 3.813 -3.267
N3 -0.419 3.447 -2.229
N4 -2.832 -0.469 3.000
C13 8.753 -0.923 2.158
H18 -5.502 4.182 -3.209
C14 2.175 -3.838 1.634
H19 -3.005 0.550 -3.862
C15 -1.122 -1.056 1.724
H20 -2.911 -0.680 -2.616
H21 1.910 -1.807 2.522
N5 3.771 -2.817 2.782
H22 7.702 -1.253 0.217
H23 3.412 -5.662 1.235
H24 -3.671 -0.017 3.317
H25 -0.887 -1.916 -1.753
H26 -7.569 2.820 -2.850
P2 -0.726 0.364 -2.946
H27 1.718 -0.524 -1.203
C16 3.315 -4.684 1.677
C17 -8.619 4.598 -3.698
C18 2.488 -2.695 2.321
C19 -1.033 -1.759 2.955
O1 -3.478 0.804 -0.738
C20 -2.607 0.353 -2.854
H28 -2.407 -1.672 4.711

Output
Highest occupied orbital energy = -8.18 eV
ΔE to the lowest compared entry with this formula, charge and spin = 0.0000 eV
Calculated total energy = -2270.61709 a.u.
Orbital gap = 7.32 eV
Strongest force on any atom = 2.88 eV/Å
Net charge = 0
SMILES string = C=CP(CC(=O)Cl)[PH2]=N.c1cc[nH]c1.c1cc[nH]c1.c1cc[nH]c1.c1cc[nH]c1

Atomic partial charges in e from the Löwdin method, atoms 1 to 8:
1. H 0.0907
2. H -0.0208
3. C -0.1324
4. P 0.4838
5. C -0.1093
6. H 0.0665
7. H 0.0622
8. H -0.0974